Density functional theory data (ωB97M-V/def2-TZVPD) for C47H22Cl3N9OTl as an isolated structure at a distorted geometry.

HOMO-LUMO gap (alpha / beta)   4.90 / 4.91 eV
Total energy   -106816.0836 eV
ΔE to the lowest compared entry with this formula, charge and spin   0.0 kcal/mol
Net charge   -1

Each line ends with the Löwdin charge.
Element x y z (Å)
Tl1 -0.330 -0.518 -0.638  1.01
C1 0.141 0.905 5.556  -0.08
C2 0.868 -0.284 5.651  -0.08
C3 0.753 -1.280 4.665  -0.02
C4 -0.105 -1.062 3.595  -0.13
C5 -0.399 -1.802 2.362  -0.33
N1 -1.356 -1.137 1.623  0.11
C6 -1.680 0.015 2.292  -0.27
N2 -2.465 0.985 1.803  0.20
C7 -2.871 1.118 0.548  -0.25
C8 -3.913 2.084 0.121  -0.09
C9 -4.698 2.982 0.811  -0.01
C10 -5.684 3.714 0.098  -0.08
C11 -5.855 3.531 -1.273  -0.09
C12 -5.045 2.630 -1.988  -0.02
C13 -4.076 1.923 -1.290  -0.09
C14 -3.117 0.874 -1.693  -0.25
N3 -2.964 0.457 -2.954  0.19
C15 -2.238 -0.604 -3.321  -0.26
N4 -1.555 -1.470 -2.476  0.07
C16 -0.954 -2.447 -3.226  -0.28
N5 -0.184 -3.436 -2.757  0.19
C17 0.104 -3.660 -1.468  -0.25
N6 -0.034 -2.787 -0.413  0.07
C18 0.307 -3.416 0.775  -0.27
N7 0.275 -2.889 1.997  0.18
C19 0.767 -4.772 0.477  -0.10
C20 1.227 -5.813 1.247  -0.02
C21 1.608 -7.018 0.615  -0.09
C22 1.488 -7.163 -0.758  -0.09
C23 0.975 -6.119 -1.553  -0.02
C24 0.630 -4.936 -0.938  -0.10
C25 -1.292 -2.251 -4.647  -0.10
C26 -1.075 -3.001 -5.782  -0.02
C27 -1.619 -2.543 -7.003  -0.09
C28 -2.363 -1.373 -7.076  -0.09
C29 -2.598 -0.614 -5.916  -0.02
C30 -2.097 -1.072 -4.712  -0.10
N8 -2.431 0.439 -0.574  0.08
C31 -0.914 0.113 3.543  -0.09
C32 -0.778 1.097 4.525  -0.01
H1 0.301 1.696 6.302  0.11
H2 1.577 -0.413 6.465  0.10
H3 1.378 -2.157 4.678  0.11
H4 -4.582 3.124 1.880  0.11
H5 -6.324 4.410 0.631  0.09
H6 -6.626 4.114 -1.786  0.10
H7 -5.182 2.487 -3.039  0.10
H8 1.315 -5.681 2.316  0.11
H9 1.982 -7.823 1.242  0.10
H10 1.805 -8.065 -1.274  0.10
H11 0.854 -6.233 -2.622  0.11
H12 -0.497 -3.915 -5.721  0.11
H13 -1.440 -3.103 -7.914  0.09
H14 -2.774 -1.057 -8.029  0.09
H15 -3.145 0.327 -5.957  0.11
H16 -1.343 2.017 4.445  0.11
Cl1 3.667 3.646 4.705  0.71
C33 2.695 3.052 3.517  -0.79
C34 2.853 1.705 3.118  -0.16
C35 2.054 1.158 2.137  -0.57
Cl2 2.390 -0.448 1.595  0.79
C36 1.029 1.969 1.521  -0.47
O1 0.264 1.577 0.587  -0.21
C37 0.860 3.355 1.939  -0.65
Cl3 -0.267 4.316 1.132  0.73
C38 1.665 3.848 2.951  -0.14
H17 3.587 1.080 3.599  0.10
H18 1.550 4.871 3.299  0.10
N9 6.071 5.323 2.213  0.16
C39 5.531 4.623 1.474  -0.20
C40 4.783 3.789 0.609  -0.25
C41 5.161 2.455 0.485  -0.02
C42 4.387 1.595 -0.274  -0.03
C43 3.198 2.038 -0.909  -0.25
C44 2.956 3.439 -0.903  0.00
C45 3.716 4.294 -0.125  -0.02
C46 2.276 1.119 -1.407  -0.19
C47 1.506 0.197 -1.834  -0.05
H19 6.032 2.113 1.027  0.12
H20 4.655 0.554 -0.352  0.11
H21 2.139 3.849 -1.494  0.12
H22 3.486 5.356 -0.075  0.12